# C57H147N7O20

A 13-piece molecular cluster, C57H147N7O20 overall at a distorted geometry (the ωB97M-V functional and the def2-TZVPD basis, the OMol25 dataset).

Structure (XYZ):
```
231
Properties=species:S:1:pos:R:3:lowdin_charge:R:1
O -4.31 -3.56 2.34 -0.21
O -3.74 -1.45 8.16 -0.06
O 4.46 0.33 -0.30 -0.10
O 4.17 1.26 -3.17 -0.21
O 1.48 0.40 7.66 -0.19
O -1.93 -1.28 1.97 -0.19
O -1.32 3.41 -4.53 -0.04
O -1.91 3.30 -1.14 -0.21
O -6.99 -3.14 -6.06 -0.22
O -5.15 -0.14 -1.88 -0.19
O -1.79 -0.01 -4.68 -0.05
O 1.84 5.02 -0.43 -0.17
O 2.13 -2.45 3.29 -0.18
O 1.46 1.28 -0.60 -0.18
O 1.12 4.71 4.00 -0.23
O -1.74 4.10 4.82 -0.07
O 2.34 -4.96 -3.00 -0.20
O -1.71 -3.86 5.41 -0.22
O 3.68 -4.80 -7.87 -0.21
O 6.13 6.42 -3.39 -0.09
N -1.17 0.78 -2.08 -0.03
N -2.15 -3.49 0.14 -0.04
N 1.08 -4.65 -6.37 -0.09
N 2.27 1.94 5.35 -0.02
N 1.53 3.74 -2.96 -0.05
N 1.03 -3.61 5.53 -0.03
N -4.75 -1.05 -5.44 -0.05
C 3.00 -3.07 4.25 -0.26
C 1.26 5.17 -2.77 -0.16
C -5.88 -1.17 6.90 -0.07
C -7.31 -4.55 -5.86 -0.06
C -4.01 0.43 6.58 -0.06
C -2.30 5.97 3.26 -0.04
C -0.82 -3.01 0.61 -0.16
C 4.14 -0.03 -3.76 -0.12
C 2.24 3.81 3.71 -0.21
C -2.85 2.18 -0.95 -0.14
C 1.33 -5.10 -7.70 -0.23
C -2.55 4.44 -1.64 -0.13
C 1.28 2.37 6.39 -0.18
C 2.98 1.98 -3.62 -0.18
C -5.60 -3.00 2.46 -0.09
C -1.01 -1.20 -4.84 -0.47
C 6.90 5.45 -2.58 -0.48
C 1.65 1.77 7.72 -0.27
C -0.79 -1.38 -6.31 -0.04
C 2.50 -4.19 -1.82 -0.10
C -2.21 -0.82 3.25 -0.12
C 5.80 1.95 0.74 -0.08
C 1.68 6.01 4.19 -0.11
C 0.21 -3.39 6.71 -0.20
C 1.88 1.60 0.67 -0.13
C 1.97 2.39 3.97 -0.22
C -5.57 -0.50 -4.34 -0.18
C 2.37 -2.95 5.57 -0.21
C 2.02 -5.13 -5.32 -0.16
C -4.70 -0.61 -3.11 -0.26
C 6.65 5.82 -1.12 -0.05
C 2.96 -2.38 2.14 -0.11
C 2.93 3.36 -2.97 -0.20
C 8.33 5.34 -3.00 -0.06
C 1.60 -0.23 8.96 -0.07
C -2.82 3.49 2.84 -0.07
C 6.82 -0.32 0.42 -0.04
C 0.79 0.01 -0.63 -0.19
C -4.40 -1.04 6.93 -0.50
C -0.92 -2.26 1.96 -0.22
C -5.48 -1.34 -6.66 -0.20
C -4.15 -4.45 1.27 -0.22
C -6.29 -0.86 -1.34 -0.08
C 2.46 -4.30 -8.39 -0.21
C -2.63 4.58 3.85 -0.51
C -3.08 -4.26 5.29 -0.08
C -2.02 0.93 -0.92 -0.18
C -1.72 -2.34 -4.13 -0.05
C 0.65 5.34 0.20 -0.10
C -5.78 -2.85 -6.79 -0.21
C 1.64 -4.35 -4.06 -0.23
C -1.09 -4.20 6.63 -0.23
C 4.85 -4.18 -8.21 -0.15
C 5.50 0.51 0.69 -0.48
C -0.03 -0.14 -1.91 -0.17
C -2.67 -4.67 0.91 -0.16
C 2.04 5.73 -1.59 -0.24
H -0.02 -1.13 -4.37 0.12
H 6.11 2.31 -0.30 0.11
H 8.67 4.30 -2.82 0.09
H 7.21 -0.01 -0.51 0.05
H 4.91 2.64 0.97 0.10
H -4.76 -4.10 0.47 0.10
H 3.11 -4.92 -5.54 0.14
H -1.88 5.26 -1.54 0.05
H -6.25 -0.87 5.89 0.09
H 0.98 1.62 1.33 0.09
H -0.22 -2.26 -6.60 0.06
H 5.07 -0.50 -3.51 0.08
H -4.43 1.23 7.14 0.05
H -0.42 3.26 -4.25 -0.01
H 0.94 6.78 4.09 0.08
H 0.24 2.13 6.10 0.12
H 1.79 6.76 -1.57 0.11
H 0.11 -4.94 -6.17 0.12
H -2.61 0.05 -0.86 0.11
H -4.91 -3.42 -6.36 0.13
H -0.81 4.26 4.53 0.07
H 1.52 -4.14 -1.26 0.09
H 3.79 -1.68 2.34 0.08
H 0.74 -3.67 7.61 0.11
H -0.12 -2.34 6.74 0.12
H -1.74 -1.25 -6.81 0.07
H -0.20 -0.54 -6.65 0.08
H 5.68 -4.74 -7.70 0.10
H 3.39 -3.30 1.82 0.08
H -1.32 6.10 2.78 0.06
H 6.37 4.49 -2.70 0.12
H -2.54 -1.57 4.01 0.08
H 5.63 5.64 -0.91 0.06
H 6.54 2.24 1.42 0.05
H 7.26 5.21 -0.49 0.07
H -6.84 -5.03 -6.70 0.07
H -1.35 -0.34 3.74 0.09
H 1.85 -6.19 -5.06 0.12
H 3.25 -4.11 3.95 0.14
H -4.42 0.60 5.51 0.09
H -3.56 4.53 -1.22 0.10
H 5.12 -0.02 1.62 0.13
H 0.59 0.04 -2.78 0.09
H 0.55 -3.36 4.66 0.09
H -3.55 3.80 2.07 0.07
H 0.60 -4.30 -3.84 0.09
H -8.37 -4.68 -5.74 0.08
H -1.68 0.20 -3.79 -0.02
H -1.54 2.51 -4.81 0.03
H -5.59 -2.27 3.25 0.09
H 2.42 -4.43 -9.49 0.12
H -1.19 -3.32 -4.03 0.07
H -6.02 -1.86 -1.00 0.07
H -2.60 -5.54 0.29 0.10
H 3.97 -2.53 4.27 0.13
H 2.47 -1.91 1.29 0.07
H 2.59 0.91 1.11 0.07
H -0.48 -2.40 -0.24 0.08
H -3.34 2.67 3.39 0.08
H 1.53 -6.21 -7.65 0.13
H -6.39 -3.71 2.59 0.09
H -3.61 4.68 4.40 0.15
H 6.27 6.17 -4.34 0.09
H 0.36 -4.96 -8.24 0.12
H 2.79 -3.21 -2.11 0.05
H 2.51 4.09 2.66 0.13
H -2.08 -2.03 -3.18 0.05
H 2.30 6.11 5.10 0.09
H -5.89 -3.21 -7.80 0.10
H 8.41 5.53 -4.06 0.07
H -1.43 0.96 0.00 0.11
H -6.80 -4.87 -4.99 0.07
H -1.75 -3.93 7.51 0.13
H -6.22 -2.15 7.09 0.06
H 3.00 -3.36 6.38 0.13
H -3.05 -0.10 3.13 0.09
H 2.41 6.30 3.43 0.08
H -0.98 -5.30 6.69 0.13
H 3.04 4.12 4.37 0.12
H -6.26 -0.47 7.66 0.09
H -2.86 -2.75 0.15 0.10
H -0.33 -1.18 -1.96 0.09
H 2.68 1.82 3.38 0.11
H 2.16 1.40 -3.17 0.10
H -6.54 -0.22 -0.48 0.09
H 2.31 -3.21 -8.19 0.13
H -3.44 -4.07 4.34 0.04
H -0.17 5.23 -0.47 0.05
H -2.89 0.55 6.44 0.10
H 4.07 -0.08 -4.83 0.08
H -2.53 4.46 -2.73 0.07
H -3.18 -5.31 5.62 0.10
H -5.82 -2.45 1.56 0.07
H -5.88 0.52 -4.61 0.12
H 1.65 -0.79 -0.69 0.15
H -0.87 1.70 -2.37 0.09
H 2.66 2.12 7.92 0.12
H 2.23 2.57 0.64 0.05
H -2.69 -2.61 -4.56 0.06
H -3.67 -3.70 6.06 0.09
H -6.51 -1.10 -4.21 0.12
H -3.02 6.20 2.47 0.07
H -7.18 -0.96 -1.93 0.07
H -2.15 -4.86 1.87 0.12
H -6.38 -0.74 -6.89 0.13
H -3.28 2.42 0.02 0.10
H 2.44 -1.89 5.70 0.10
H -1.08 -2.93 2.82 0.11
H 3.23 -4.66 -1.10 0.10
H 3.41 3.21 -1.95 0.14
H 2.60 -0.11 9.35 0.09
H 3.46 4.12 -3.49 0.11
H 2.30 0.95 5.35 0.07
H 0.17 5.28 -2.63 0.11
H -1.93 3.18 2.26 0.09
H 4.98 -4.18 -9.30 0.08
H 1.03 3.15 -2.33 0.08
H 0.94 2.21 3.60 0.13
H -2.40 6.79 3.99 0.08
H -4.84 -1.15 -7.47 0.09
H -3.98 -0.75 8.77 0.08
H -3.87 -0.57 -5.56 0.08
H 0.67 6.34 0.66 0.10
H 1.64 5.68 -3.64 0.12
H 2.82 2.07 -4.74 0.15
H 0.21 -0.05 0.27 0.08
H 1.35 -1.25 8.83 0.05
H 9.03 5.96 -2.36 0.10
H -3.90 -1.59 6.14 0.10
H 0.99 2.25 8.46 0.12
H -3.81 -0.04 -3.28 0.09
H 0.06 -1.79 2.21 0.11
H 3.36 -0.69 -3.29 0.09
H -3.72 2.21 -1.69 0.14
H 0.86 0.19 9.64 0.09
H 6.97 6.83 -0.87 0.09
H 1.29 3.47 6.39 0.12
H 3.08 5.70 -1.85 0.10
H 0.57 4.67 1.06 0.09
H 7.58 -0.19 1.23 0.09
H -4.33 -1.67 -3.05 0.13
H 4.79 0.49 -1.25 0.10
H -0.12 -3.81 0.85 0.11
H 2.06 -3.37 -4.21 0.11
H 6.59 -1.38 0.43 0.06
H -4.52 -5.43 1.58 0.12
H 5.01 -3.12 -7.91 0.09
```

Properties
* HOMO-LUMO gap: 8.87 eV
* highest occupied orbital energy: -8.3 eV
* spin multiplicity: 1
* E_tot: -112860.747 eV